{
  "formula": "C13H19NO3S",
  "method": "wB97M-V/def2-TZVPD",
  "charge": 0,
  "gap_ev": 9.366,
  "de_lowest_ev": 0.543,
  "molar_mass_g_mol": 269.37,
  "species": ["C", "H", "H", "H", "S", "C", "C", "H", "H", "C", "N", "C", "O", "O", "C", "C", "C", "C", "C", "C", "C", "H", "H", "H", "H", "H", "H", "H", "H", "H", "C", "O", "H", "H", "H", "H", "H"],
  "positions_angstrom": [[-4.3689, -1.7168, 1.3427], [-4.2070, -2.7705, 1.5449], [-3.8372, -1.1137, 2.0735], [-5.4327, -1.4981, 1.3650], [-3.7194, -1.4073, -0.3282], [-4.0802, 0.3851, -0.5027], [-2.8336, 1.2532, -0.5750], [-3.1426, 2.2962, -0.6694], [-2.2576, 1.0005, -1.4664], [-1.9177, 1.1223, 0.6527], [-1.0050, -0.0065, 0.5323], [0.0532, -0.0651, -0.3056], [0.5542, 0.8592, -0.9062], [0.5191, -1.3314, -0.3598], [1.7222, -1.5067, -1.1052], [2.9131, -0.8896, -0.4185], [3.0555, -1.0080, 0.9580], [4.1397, -0.4380, 1.6002], [5.0950, 0.2492, 0.8709], [4.9585, 0.3681, -0.5015], [3.8699, -0.1948, -1.1439], [3.7581, -0.0892, -2.2129], [5.6981, 0.9087, -1.0735], [5.9416, 0.6948, 1.3720], [4.2393, -0.5311, 2.6718], [2.3062, -1.5435, 1.5236], [1.5982, -1.0750, -2.1040], [1.8367, -2.5916, -1.1864], [-1.3802, -0.9107, 0.7829], [-2.5222, 0.9162, 1.5430], [-1.1599, 2.4446, 0.9204], [-0.7637, 3.1236, -0.2287], [-0.1497, 2.5348, -0.7079], [-1.8325, 3.1239, 1.4527], [-0.3022, 2.2223, 1.5728], [-4.7035, 0.6606, 0.3464], [-4.6601, 0.4910, -1.4195]],
  "atomic_forces_ev_per_a": [[0.1, 0.2, -0.5], [0.0, -0.1, 0.1], [0.0, 0.0, 0.1], [-0.1, 0.0, 0.1], [-0.3, 0.0, 0.1], [0.2, -0.4, -0.1], [-0.1, 0.0, 0.3], [0.0, 0.0, -0.1], [0.0, 0.1, 0.0], [0.2, 0.5, -0.3], [0.1, -0.4, 0.3], [-0.3, -0.2, 0.5], [0.2, 0.3, -0.4], [-0.1, -0.1, 0.0], [0.2, 0.0, -0.3], [-0.1, 0.0, 0.0], [0.0, -0.1, -0.1], [0.0, 0.0, 0.1], [0.1, 0.1, 0.0], [0.1, 0.0, 0.0], [-0.1, -0.1, 0.0], [0.0, 0.0, -0.1], [0.1, 0.1, 0.0], [0.1, 0.0, 0.0], [0.0, 0.0, 0.1], [-0.1, 0.0, 0.1], [0.0, -0.1, 0.1], [-0.1, 0.2, 0.0], [0.1, 0.1, -0.1], [0.1, 0.0, -0.1], [-0.1, -0.3, 0.4], [0.2, 0.2, -0.5], [-0.1, 0.1, 0.2], [0.0, -0.1, 0.0], [-0.1, 0.0, 0.0], [-0.1, 0.1, 0.0], [-0.1, 0.1, 0.1]]
}

{
  "formula": "C13H19NO4",
  "method": "wB97M-V/def2-TZVPD",
  "charge": 0,
  "gap_ev": 7.922,
  "de_lowest_ev": 2.357,
  "molar_mass_g_mol": 253.30,
  "species": ["C", "C", "H", "H", "O", "C", "O", "C", "C", "C", "C", "N", "C", "H", "H", "C", "H", "O", "C", "H", "C", "H", "H", "H", "H", "H", "H", "H", "C", "O", "C", "H", "H", "H", "H", "H", "H"],
  "positions_angstrom": [[-0.8833, -3.0769, 0.1697], [-2.2946, -2.5153, 0.2791], [-2.8333, -2.9724, 1.1118], [-2.8370, -2.6872, -0.6568], [-2.2958, -1.1173, 0.5632], [-2.1024, -0.2797, -0.4738], [-1.8878, -0.6610, -1.5983], [-2.2373, 1.1385, -0.0577], [-1.2191, 2.0420, -0.0768], [0.1634, 1.8653, -0.3318], [0.7967, 0.6649, -0.3615], [2.0841, 0.4123, -0.6687], [2.7032, -0.8433, -0.3119], [1.9432, -1.5936, -0.0949], [3.3176, -1.1850, -1.1521], [3.6045, -0.6269, 0.9141], [4.1596, -1.5344, 1.1556], [4.5681, 0.3687, 0.6615], [3.9654, 1.5950, 0.3135], [4.7827, 2.2908, 0.1198], [3.0753, 1.4315, -0.9271], [2.5991, 2.3733, -1.1886], [3.6941, 1.1006, -1.7685], [3.3567, 1.9682, 1.1514], [2.9808, -0.3389, 1.7751], [0.2304, -0.2240, -0.1261], [0.7250, 2.7770, -0.4742], [-1.5270, 3.0575, 0.1505], [-3.5775, 1.6280, 0.3025], [-3.7668, 2.7642, 0.6893], [-4.7099, 0.6407, 0.1465], [-4.6146, -0.1391, 0.8998], [-5.6599, 1.1519, 0.2803], [-4.6740, 0.1777, -0.8377], [-0.3125, -2.8344, 1.0642], [-0.9298, -4.1570, 0.0631], [-0.3872, -2.6615, -0.7048]],
  "atomic_forces_ev_per_a": [[-0.3, 0.3, 0.0], [0.1, -0.5, -0.3], [0.0, 0.1, -0.1], [0.0, 0.0, 0.2], [0.1, 0.2, 0.2], [-0.1, 0.1, -0.2], [0.1, -0.1, 0.1], [0.6, 0.6, 0.0], [-0.8, -0.5, 0.1], [0.6, 0.1, -0.1], [-0.1, 0.2, 0.0], [-0.1, -0.1, -0.1], [0.3, -0.2, 0.4], [0.0, 0.0, 0.0], [-0.1, 0.0, 0.1], [-0.2, -0.3, -0.1], [-0.1, 0.0, 0.0], [0.1, 0.0, 0.0], [-0.2, 0.2, -0.2], [-0.1, 0.0, 0.0], [0.3, 0.3, 0.2], [0.0, 0.0, 0.0], [-0.1, 0.1, 0.0], [0.1, 0.0, -0.1], [0.0, 0.0, -0.1], [0.1, -0.2, 0.0], [0.1, 0.0, 0.0], [-0.1, 0.0, 0.0], [-0.2, 0.0, 0.1], [-0.1, 0.0, 0.0], [-0.2, 0.3, 0.1], [0.0, -0.1, 0.0], [0.0, 0.0, 0.0], [0.0, -0.1, -0.1], [0.1, 0.0, 0.1], [0.0, -0.1, 0.0], [0.1, 0.0, -0.1]]
}

{
  "formula": "C13H19NO4P2Sr",
  "method": "wB97M-V/def2-TZVPD",
  "charge": 0,
  "gap_ev": 8.629,
  "de_lowest_ev": 0.000,
  "molar_mass_g_mol": 402.87,
  "species": ["Sr", "O", "C", "O", "C", "C", "C", "C", "C", "N", "C", "O", "O", "H", "H", "H", "C", "P", "C", "C", "C", "P", "C", "C", "H", "H", "H", "H", "H", "H", "H", "H", "H", "H", "H", "H", "H", "H", "H", "H"],
  "positions_angstrom": [[-0.3620, 0.0009, -0.3910], [0.0081, 3.5318, 2.2658], [-0.1417, 2.4300, 1.7572], [-0.3432, 2.1632, 0.5176], [-0.0528, 1.2102, 2.6742], [0.0834, 1.2815, 4.0501], [0.1798, 0.0938, 4.7640], [0.1508, -1.1214, 4.0906], [0.0135, -1.1001, 2.7129], [-0.0953, 0.0407, 2.0436], [-0.0165, -2.3530, 1.8378], [0.1838, -3.4294, 2.3833], [-0.1713, -2.1375, 0.5808], [0.1144, 2.2537, 4.5203], [0.2816, 0.1140, 5.8414], [0.2307, -2.0738, 4.5940], [-0.0838, -0.4161, -5.1183], [0.6306, 0.0964, -3.5037], [1.0763, 1.8371, -3.8444], [2.2811, -0.7259, -3.6068], [3.3130, -0.1734, -2.6205], [2.7464, -0.2586, -0.8584], [3.1256, -1.9905, -0.4126], [4.1222, 0.6499, -0.0478], [-0.2429, -1.4937, -5.1349], [0.5838, -0.1355, -5.9343], [-1.0479, 0.0733, -5.2547], [1.7726, 1.9023, -4.6825], [1.5182, 2.2757, -2.9496], [0.1721, 2.3966, -4.0821], [2.6511, -0.6182, -4.6313], [2.1193, -1.7923, -3.4273], [3.5187, 0.8787, -2.8331], [4.2595, -0.7091, -2.7299], [4.1402, -2.2813, -0.6877], [2.4006, -2.6490, -0.8921], [2.9889, -2.1043, 0.6633], [5.0956, 0.2547, -0.3405], [4.0114, 0.5643, 1.0333], [4.0601, 1.7056, -0.3112]],
  "atomic_forces_ev_per_a": [[-0.1, 0.0, -0.5], [-0.1, -0.1, 0.0], [0.1, 0.6, 0.1], [0.0, -0.1, 0.1], [0.0, 0.0, -0.1], [0.0, 0.1, 0.0], [0.0, 0.0, -0.1], [0.0, 0.0, 0.0], [-0.2, -0.1, -0.1], [0.1, 0.1, 0.4], [0.5, -0.5, 0.1], [-0.2, 0.1, 0.0], [-0.2, 0.1, 0.1], [0.0, 0.0, 0.0], [0.0, 0.0, 0.0], [0.0, 0.0, 0.0], [0.1, 0.1, 0.2], [-0.1, -0.2, -0.1], [0.0, -0.1, 0.0], [0.0, 0.1, 0.0], [-0.2, 0.0, 0.1], [0.5, 0.1, 0.0], [-0.1, 0.1, 0.0], [-0.3, -0.1, 0.0], [0.0, 0.0, 0.0], [0.0, 0.0, 0.0], [0.0, 0.0, 0.0], [0.0, 0.1, 0.0], [0.0, 0.1, -0.1], [0.0, 0.0, 0.0], [0.0, 0.0, 0.0], [0.0, 0.0, 0.0], [0.0, 0.0, 0.0], [0.0, 0.0, 0.0], [0.0, 0.0, 0.0], [0.0, -0.1, 0.0], [0.0, -0.1, 0.0], [0.0, 0.0, 0.0], [0.0, 0.0, 0.0], [0.0, 0.0, 0.0]]
}

{
  "formula": "C13H19NS",
  "method": "wB97M-V/def2-TZVPD",
  "charge": 0,
  "gap_ev": 9.329,
  "de_lowest_ev": 0.000,
  "molar_mass_g_mol": 221.37,
  "species": ["C", "C", "C", "C", "C", "C", "C", "C", "C", "C", "C", "C", "C", "H", "H", "H", "H", "H", "H", "H", "H", "H", "H", "H", "H", "H", "H", "H", "H", "H", "H", "H", "N", "S"],
  "positions_angstrom": [[0.6383, 3.3168, -1.1471], [-0.0189, 2.5387, 1.0576], [1.1722, 1.5973, 1.3581], [1.1316, 0.5804, 0.2037], [-0.0900, 1.0190, -0.6406], [-0.0380, 0.6620, -2.1205], [0.0066, -0.8471, -2.3999], [-1.1375, -2.2567, -0.2579], [-1.9397, -1.7878, 0.7896], [-1.6856, -2.1840, 2.1024], [-0.6156, -3.0262, 2.3946], [0.1998, -3.4968, 1.3583], [-0.0747, -3.1233, 0.0378], [1.7020, 3.0456, -1.0250], [0.4858, 4.3415, -0.8053], [0.4101, 3.2632, -2.1969], [0.1621, 3.5854, 1.3419], [-0.9209, 2.1992, 1.5581], [1.0832, 1.1192, 2.3081], [2.1175, 2.1429, 1.3678], [2.0593, 0.6377, -0.4138], [1.0354, -0.4546, 0.5403], [-0.9542, 0.5460, -0.2319], [-0.9228, 1.0928, -2.6092], [0.8627, 1.0799, -2.5770], [0.8690, -1.3342, -1.9182], [0.1268, -0.9976, -3.4424], [-2.7595, -1.1179, 0.5663], [-2.3406, -1.7967, 2.9285], [-0.3874, -3.3218, 3.3922], [1.0201, -4.1618, 1.5639], [0.5613, -3.5349, -0.7733], [-0.2679, 2.4584, -0.3784], [-1.4907, -1.7844, -1.9319]],
  "atomic_forces_ev_per_a": [[0.1, -0.3, 0.8], [0.3, 0.5, -0.1], [0.1, 0.3, -0.6], [0.5, 0.0, -0.6], [0.7, 0.3, -0.5], [-0.1, -0.3, 0.2], [0.1, 0.1, 1.3], [0.3, -0.2, 0.5], [0.3, -0.3, 0.0], [-0.5, 0.4, 0.7], [0.1, 0.1, -1.0], [-0.8, 0.6, -0.4], [0.4, -0.3, -0.1], [-0.1, 0.1, 0.0], [0.1, 0.0, -0.1], [-0.2, 0.0, -0.4], [-0.1, -0.3, 0.0], [-0.1, -0.1, 0.2], [-0.1, -0.3, 0.7], [-0.1, 0.0, 0.0], [-0.5, -0.1, 0.4], [0.0, 0.1, 0.0], [-0.8, -0.4, 0.4], [0.2, 0.0, 0.0], [0.0, 0.1, 0.0], [-0.3, 0.2, -0.1], [0.0, -0.2, -1.1], [0.0, 0.0, 0.0], [0.7, -0.5, -0.9], [0.0, -0.1, 0.6], [0.2, -0.1, 0.1], [-0.6, 0.4, 0.5], [0.0, -0.1, -0.4], [0.0, 0.1, -0.1]]
}

{
  "formula": "C13H20BF4OPt",
  "method": "wB97M-V/def2-TZVPD",
  "charge": -1,
  "gap_ev": 7.232,
  "de_lowest_ev": 0.000,
  "molar_mass_g_mol": 474.18,
  "species": ["Pt", "C", "C", "C", "C", "C", "C", "C", "C", "C", "C", "H", "H", "H", "H", "H", "H", "H", "H", "H", "H", "H", "H", "H", "H", "C", "O", "C", "C", "H", "H", "H", "H", "H", "H", "F", "B", "F", "F", "F"],
  "positions_angstrom": [[0.4718, 0.3425, 0.6235], [-4.5616, -1.2068, -0.2750], [-3.0400, -1.1168, -0.4042], [-2.4330, -2.4959, -0.6598], [-2.4240, -0.4584, 0.8109], [-2.4858, -1.0252, 2.0619], [-1.9122, -0.4023, 3.1855], [-1.2625, 0.8007, 3.0763], [-0.6373, 1.4872, 4.2579], [-1.1999, 1.4151, 1.7996], [-1.7758, 0.8003, 0.6780], [-4.9926, -1.6306, -1.1841], [-5.0039, -0.2215, -0.1157], [-4.8490, -1.8444, 0.5664], [-2.7988, -0.4955, -1.2661], [-2.6684, -3.1894, 0.1537], [-1.3483, -2.4271, -0.7444], [-2.8166, -2.9099, -1.5933], [-2.9814, -1.9813, 2.1898], [-1.9732, -0.8889, 4.1531], [0.4225, 1.6730, 4.0760], [-0.7293, 0.8801, 5.1586], [-1.1130, 2.4526, 4.4484], [-0.8174, 2.4277, 1.7193], [-1.8433, 1.3211, -0.2713], [1.3341, -0.8339, -2.1851], [2.3775, -0.8791, -1.1784], [2.1139, -0.3894, 0.0061], [3.3471, -0.5345, 0.8564], [1.6754, -1.4708, -2.9954], [1.2019, 0.1870, -2.5284], [0.3956, -1.1855, -1.7675], [4.2578, -0.4611, 0.2572], [3.3109, -1.5284, 1.3126], [3.3457, 0.2007, 1.6565], [-0.2410, 0.4065, -4.6433], [-1.4523, 0.0614, -4.0133], [-2.5338, 0.6603, -4.6710], [-1.5989, -1.3429, -4.0117], [-1.4105, 0.5022, -2.6638]],
  "atomic_forces_ev_per_a": [[-0.3, -0.1, 0.1], [0.0, 0.0, 0.0], [0.0, 0.0, 0.0], [0.0, 0.0, 0.0], [0.0, 0.0, 0.0], [0.0, 0.0, 0.0], [0.0, 0.0, 0.0], [0.0, 0.0, 0.0], [0.0, 0.0, 0.0], [0.1, 0.0, -0.1], [0.1, 0.0, -0.1], [0.0, 0.0, 0.0], [0.0, 0.0, 0.0], [0.0, 0.0, 0.0], [0.0, 0.0, 0.0], [0.0, 0.0, 0.0], [0.0, 0.0, 0.0], [0.0, 0.0, 0.0], [0.0, 0.0, 0.0], [0.0, 0.0, 0.0], [0.0, 0.0, 0.0], [0.0, 0.0, 0.0], [0.0, 0.0, 0.0], [0.0, 0.0, 0.0], [0.0, 0.0, 0.0], [0.0, 0.0, 0.0], [0.0, 0.0, 0.0], [0.2, 0.0, 0.0], [0.0, 0.0, 0.0], [0.0, 0.0, 0.0], [0.0, 0.0, 0.0], [0.0, 0.0, 0.0], [0.0, 0.0, 0.0], [0.0, 0.0, 0.0], [0.0, 0.0, 0.0], [0.0, 0.0, 0.0], [0.0, -0.1, 0.0], [0.0, 0.0, 0.0], [0.0, 0.0, 0.0], [0.0, 0.1, 0.0]]
}

{
  "formula": "C13H20Cl7N4Rb",
  "method": "wB97M-V/def2-TZVPD",
  "charge": 0,
  "gap_ev": 7.501,
  "de_lowest_ev": 0.236,
  "molar_mass_g_mol": 565.97,
  "species": ["Rb", "N", "C", "C", "N", "C", "C", "N", "C", "C", "N", "H", "H", "H", "H", "H", "H", "H", "H", "H", "H", "H", "H", "H", "H", "H", "H", "H", "H", "Cl", "C", "C", "C", "Cl", "C", "Cl", "C", "Cl", "C", "Cl", "Cl", "C", "Cl", "H", "H"],
  "positions_angstrom": [[0.8256, 0.1249, 0.2446], [-1.7615, -1.4696, 0.1181], [-2.6593, -0.8376, -0.8454], [-2.1076, -0.9654, -2.2583], [-0.9518, -0.1247, -2.5754], [-1.3461, 1.2139, -3.0179], [-1.2997, 2.3041, -1.9549], [0.0709, 2.5715, -1.5335], [-0.0803, -0.8090, -3.5303], [0.8397, -1.8325, -2.8775], [2.0168, -1.1771, -2.3067], [-2.0362, -1.2620, 1.0722], [-1.7980, -2.4785, 0.0236], [-3.6703, -1.2674, -0.8336], [-2.7704, 0.2125, -0.5716], [-1.8198, -2.0110, -2.4002], [-2.9198, -0.7782, -2.9805], [-0.6775, 1.5224, -3.8271], [-2.3552, 1.1943, -3.4557], [-1.8062, 3.1893, -2.3650], [-1.8666, 2.0099, -1.0697], [0.6074, 2.9813, -2.2898], [0.0885, 3.2343, -0.7671], [-0.6692, -1.2975, -4.3240], [0.5397, -0.0618, -4.0291], [0.3048, -2.3316, -2.0651], [1.0934, -2.6087, -3.6117], [2.6209, -1.8556, -1.8575], [2.5615, -0.7478, -3.0465], [-0.4039, 2.6461, 1.8694], [0.1369, 1.7502, 3.3601], [0.5253, 0.4483, 3.2289], [0.8512, -0.1547, 4.4179], [1.3031, -1.8867, 4.4076], [0.8236, 0.4686, 5.6609], [1.2344, -0.3605, 7.1199], [0.4412, 1.8094, 5.7194], [0.3958, 2.6369, 7.2305], [0.0832, 2.4724, 4.5469], [-0.4077, 4.1276, 4.6076], [1.7940, -2.8121, 0.7138], [3.2884, -2.1942, 1.4664], [3.7876, -0.6177, 0.8065], [4.0796, -2.9031, 1.2533], [3.0934, -2.0727, 2.5263]],
  "atomic_forces_ev_per_a": [[-0.5, 0.4, -0.4], [0.1, 0.0, 0.1], [-0.1, 0.1, 0.0], [-0.1, 0.0, -0.1], [0.0, 0.0, 0.1], [0.0, 0.0, -0.1], [-0.1, 0.0, 0.0], [0.2, 0.0, 0.0], [0.0, 0.0, -0.1], [0.0, -0.1, 0.0], [0.0, 0.0, 0.0], [0.0, 0.0, 0.0], [0.0, 0.0, 0.0], [0.0, 0.0, 0.0], [0.0, 0.0, 0.0], [0.0, 0.0, 0.0], [0.0, 0.0, 0.0], [0.0, 0.0, 0.0], [0.0, 0.0, 0.0], [0.0, 0.0, 0.0], [0.0, 0.0, 0.0], [0.0, 0.0, 0.0], [0.0, 0.0, 0.0], [0.0, 0.0, 0.0], [0.0, 0.0, 0.0], [0.0, 0.0, 0.0], [0.0, 0.1, 0.0], [0.0, 0.0, 0.0], [0.0, 0.0, 0.0], [0.1, -0.1, 0.3], [-0.1, 0.3, -0.2], [-0.1, -0.1, -0.2], [0.0, -0.3, 0.1], [0.0, 0.2, 0.0], [0.0, 0.0, 0.0], [0.0, 0.0, 0.0], [0.0, 0.0, 0.0], [0.0, 0.0, 0.0], [0.0, 0.0, 0.0], [0.0, 0.0, 0.0], [0.3, -0.3, 0.1], [0.0, 0.0, 0.0], [0.3, -0.3, 0.1], [0.0, 0.0, 0.1], [0.0, 0.0, 0.0]]
}

> What is the charge in the third record?

0